This record from the OMol25 dataset describes a 2-piece molecular cluster, CH3NOS overall at a distorted geometry. The level of theory is ωB97M-V/def2-TZVPD.

Positions of all 7 atoms, in Å:
1 C 0.74 1.14 -1.45
2 N 0.77 0.87 -0.31
3 O 0.98 0.42 0.76
4 H 0.26 1.66 -2.22
5 S -1.29 -1.31 1.52
6 H -0.12 -0.75 1.38
7 H -1.33 -2.03 0.33

The highest occupied orbital energy is -9.23 eV. The net charge is 0. The total energy is -567.9546 Ha. The value obtained for the molar mass is 77.11 u. The SMILES is C#[N+][O-].S. The energy above the lowest of the compared OMol25 structures with the same formula, charge and spin is 383.8 kJ/mol.